1.
Entry from the OMol25 dataset: a cluster of 5 separate species, C4H20N2O5 in total (ωB97M-V/def2-TZVPD).

Each line ends with the Löwdin charge.
Cartesian coordinates (Å):
C: 0.40686 2.30759 -0.28675  -0.0495
C: -0.64445 1.67648 -1.16891  -0.3480
O: -0.01592 0.86116 -2.16499  -0.0554
C: -1.56725 0.60838 -0.31163  -0.2992
N: -2.84866 0.61262 -1.07639  0.0305
C: -0.86897 -0.76091 -0.20596  -0.2036
N: -1.61732 -1.50205 0.85001  -0.0163
H: 0.84883 1.56600 0.35953  0.0619
H: 1.22027 2.79637 -0.88790  0.0972
H: 0.22852 3.32411 0.11702  0.0896
H: -1.36402 2.33405 -1.67868  0.1368
H: 0.84067 0.69167 -1.75457  0.0617
H: -1.83851 0.97850 0.66221  0.1126
H: -3.29182 -0.30322 -1.02291  0.0587
H: -2.61731 0.66002 -2.05563  0.0578
H: 0.14592 -0.72690 0.20528  0.0881
H: -0.74046 -1.33726 -1.12220  0.1130
H: -1.36531 -2.47744 0.88288  0.0841
H: -2.61797 -1.39491 0.74291  0.0709
O: 2.79478 -0.52350 -0.40766  -0.0537
H: 3.74016 -0.43460 -0.45661  0.0593
H: 2.55005 -0.35650 0.51511  0.0009
O: 1.90512 -2.64443 -1.84375  -0.1120
H: 2.02643 -2.36846 -2.76462  0.0286
H: 2.15962 -1.85177 -1.28171  -0.0096
O: -0.59441 0.02647 3.02169  -0.0861
H: -1.17775 -0.59972 2.48056  0.0409
H: -1.09925 0.75085 3.35940  0.0343
O: 2.00446 -0.46889 2.19833  -0.0404
H: 1.08002 -0.26118 2.36302  -0.0058
H: 2.31770 -1.18254 2.73292  0.0527

Results
Energy above the lowest of the compared OMol25 structures with the same formula, charge and spin = 0.426 eV
Molar mass = 176.2 g mol⁻¹
Spin multiplicity = 1
LUMO = 0.6 eV
E = -17689.8922 eV
Charge = 0
SMILES string = C[C@@H](O)[C@@H](N)CN.O.O.O.O

---

2.
Entry from the OMol25 dataset: a cluster of 5 separate species, C4H20N2O5 in total (ωB97M-V/def2-TZVPD).

Each line ends with the Löwdin charge.
Cartesian coordinates (Å):
O: -0.56841 0.93913 -3.17673  0.1210
C: -0.13700 -0.09273 -2.75155  -0.1438
C: -0.25547 -0.39226 -1.23168  -0.2215
C: 1.08977 -0.77630 -0.61394  -0.1161
C: 1.04239 -1.63461 0.64228  -0.0988
N: 0.68207 -0.82823 1.87760  0.1786
N: -0.83879 0.83464 -0.61297  0.2112
H: 0.33371 -0.88587 -3.35097  0.1548
H: -0.99445 -1.18948 -1.12769  0.1638
H: 1.70343 0.11321 -0.46648  0.1215
H: 1.63735 -1.35437 -1.36181  0.1410
H: 2.00604 -2.09037 0.85711  0.1407
H: 0.31910 -2.44437 0.57294  0.1389
H: -0.34832 -0.72874 1.99454  0.1080
H: 1.06924 0.13485 1.82375  0.1154
H: 1.04598 -1.28120 2.72301  0.1785
H: -1.25798 1.39119 -1.36172  0.1545
H: -0.10093 1.40175 -0.16126  0.1187
H: -1.57609 0.60420 0.07444  0.1250
H: 3.70220 3.08200 -0.37309  0.0986
H: 4.31234 2.54075 0.93710  0.0828
O: 3.56552 2.42583 0.34034  -0.0336
H: -2.63420 -1.11374 1.42611  0.0307
H: -2.57687 0.12565 2.32859  0.0953
O: -2.07898 -0.31118 1.63002  -0.0699
H: 1.97066 2.13732 0.86467  0.0373
H: 0.85353 2.64365 1.77230  0.0901
O: 1.05912 1.89732 1.20757  -0.0734
H: -4.24639 -2.32239 0.32481  0.0821
H: -3.53728 -3.20697 1.33742  0.0866
O: -3.40562 -2.44371 0.76613  -0.0181

Results
Molar mass = 176.2 g mol⁻¹
Spin multiplicity = 1
LUMO = -5.9 eV
E = -17676.2181 eV
Charge = +2

---

3.
Entry from the OMol25 dataset: a cluster of 6 separate species, C4H20N8O6 in total (ωB97M-V/def2-TZVPD).

Each line ends with the Löwdin charge.
Cartesian coordinates (Å):
N: -1.75255 0.66127 2.44284  0.1491
C: -1.04311 0.80806 3.59036  -0.6912
N: 0.04564 0.01718 3.74440  0.1638
O: -1.43612 1.55081 4.50068  -0.0155
H: -1.35343 0.21609 1.61794  0.0512
H: -2.40907 1.39428 2.24412  0.1031
H: 0.64238 0.08196 4.54147  0.1021
H: 0.34676 -0.46525 2.91573  0.0600
N: 0.85316 2.55148 0.40167  0.1677
C: 2.20147 2.63125 0.51729  -0.6847
N: 2.89029 1.47055 0.55208  0.1627
O: 2.76043 3.73703 0.53036  -0.0077
H: 0.40802 3.42346 0.18302  0.1069
H: 0.34080 1.70003 0.24107  0.0535
H: 3.88750 1.49813 0.46366  0.1019
H: 2.41739 0.58857 0.46482  0.0517
N: -4.81569 -1.10178 -3.47850  0.1569
C: -3.95882 -0.27000 -2.83285  -0.6704
N: -2.96262 0.23979 -3.60641  0.1433
O: -4.12945 0.16376 -1.68815  0.0164
H: -5.67436 -1.34291 -3.01511  0.1107
H: -4.59409 -1.59968 -4.31823  0.0965
H: -3.09191 0.13948 -4.59772  0.0933
H: -2.56235 1.09466 -3.25613  0.1116
N: 4.17723 -1.83415 1.40607  0.1577
C: 2.85383 -1.80090 1.12470  -0.6739
N: 2.64363 -1.52666 -0.21713  0.1415
O: 2.00641 -2.01297 1.98106  0.0353
H: 4.86220 -1.65384 0.70228  0.0948
H: 4.37068 -1.97154 2.38360  0.1170
H: 1.72686 -1.40238 -0.60988  0.0516
H: 3.45791 -1.46676 -0.79389  0.0993
O: -1.17727 0.23413 -0.36382  -0.0920
H: -0.61734 -0.35980 -0.92132  0.0032
H: -2.07994 0.07756 -0.68098  0.0250
O: 0.25635 -1.46546 -1.88917  -0.0460
H: -0.03027 -1.70013 -2.78063  0.0816
H: 0.53944 -2.30532 -1.49932  0.0718

Results
Energy above the lowest of the compared OMol25 structures with the same formula, charge and spin = 0.841 eV
Molar mass = 276.3 g mol⁻¹
Spin multiplicity = 1
LUMO = -0.4 eV
E = -28682.2778 eV
Charge = 0
SMILES string = NC(N)=O.NC(N)=O.NC(N)=O.NC(N)=O.O.O

---

4.
Entry from the OMol25 dataset: a cluster of 7 separate species, C4H20NO9 in total (ωB97M-V/def2-TZVPD).

Each line ends with the Löwdin charge.
Cartesian coordinates (Å):
O: -1.37247 1.64095 0.49693  -0.0777
C: -0.96462 0.59271 -0.04167  -0.6168
O: -1.67335 0.06675 -0.93072  -0.0205
C: 0.44347 0.26186 0.34513  -0.2751
C: 1.31987 0.19307 -0.95482  -0.1441
C: 1.11336 -1.03231 -1.74971  -0.2401
O: 2.08987 -2.02912 -1.35720  -0.1018
N: 1.07874 1.17561 1.35366  0.0480
H: -2.34181 -0.53461 2.27275  0.0466
H: 0.53583 -0.85740 0.84180  0.1537
H: 0.90826 1.07907 -1.50592  0.1460
H: 2.36864 0.30238 -0.68859  0.0971
H: 1.09152 -0.76454 -2.77295  0.1073
H: 0.08759 -1.46745 -1.50257  0.1065
H: 1.04490 2.17132 1.10863  0.0334
H: 0.51062 1.10495 2.22799  0.0945
H: -0.70260 2.90150 0.84462  0.0240
H: -0.42824 4.37586 0.62965  -0.0314
O: 0.03501 3.60347 0.64526  -0.1003
H: 3.21956 -1.42100 0.28958  -0.0986
H: 2.98312 -0.08523 0.96471  0.0551
O: 3.32987 -1.03720 1.06551  -0.0409
H: 1.34150 -2.49987 1.11723  -0.0110
H: 1.08970 -2.73248 2.56706  0.0018
O: 0.68414 -2.54985 1.77592  -0.0099
H: 2.07047 -2.77100 -2.03262  0.1218
H: -3.72036 1.43040 -1.90961  0.0515
O: -3.08303 2.17606 -1.79745  -0.0757
H: -2.12977 0.88402 2.11694  0.0119
H: -2.55190 2.01599 -1.05347  -0.0531
O: -2.74257 0.29894 2.63815  -0.1059
H: -1.65826 -2.60180 -1.12458  0.0077
H: -1.95981 -1.43333 -1.86945  0.0380
O: -2.01724 -2.45770 -2.01018  -0.1421

Results
Energy above the lowest of the compared OMol25 structures with the same formula, charge and spin = 3.443 eV
Molar mass = 226.2 g mol⁻¹
Spin multiplicity = 1
LUMO = 2.8 eV
E = -24391.3173 eV
Charge = -1

---

5.
Entry from the OMol25 dataset: a cluster of 8 separate species, C4H20NO9S in total (ωB97M-V/def2-TZVPD).

Each line ends with the Löwdin charge.
Cartesian coordinates (Å):
O: -1.19362 0.43305 0.91819  0.0058
C: -0.09201 -0.09066 1.02340  -0.4883
N: 0.99892 0.53207 0.40688  0.0909
C: 2.28211 0.00715 0.64015  -0.2636
O: 2.58319 0.03047 1.82156  0.0249
C: 0.14993 -1.37555 1.84041  -0.2049
C: 0.80509 -2.53648 1.06405  -0.6633
S: 0.46175 -2.33841 -0.69361  0.4493
H: 0.78885 1.19502 -0.32804  0.1320
H: 2.99496 -0.24619 -0.13951  0.1379
H: 0.68439 -0.98962 2.71338  0.1044
H: -0.74133 -1.70434 2.37932  0.1023
H: 1.88853 -2.48096 1.20020  0.0319
H: 0.39837 -3.48775 1.44076  0.0489
H: -1.45088 -2.49744 -2.17466  -0.0783
H: -1.33912 -1.40747 -3.03541  -0.0107
O: -1.79712 -2.27155 -3.06044  -0.1484
H: 0.56560 2.25717 3.41587  0.0392
H: 1.40038 1.72748 2.31520  0.0174
O: 0.91656 2.53355 2.57856  -0.0460
H: 0.18714 3.52707 0.85764  0.0156
H: -1.01815 2.70534 0.48085  0.0423
O: -0.27759 3.20220 0.06962  -0.0804
H: 2.65073 -2.31457 -2.76006  -0.0021
H: 1.52489 -1.43954 -3.25757  0.0040
O: 2.49034 -1.44101 -3.13410  -0.1263
H: -3.13341 -0.62381 2.80861  0.0159
H: -2.00829 0.38612 2.46737  -0.0049
O: -2.66241 0.12279 3.16433  -0.0934
H: -0.33573 2.13827 -2.70753  0.0020
H: -0.39062 3.60159 -2.78593  0.0360
O: -0.69685 2.81658 -3.29412  -0.0871
H: -2.05351 0.04301 -1.29325  0.0256
H: -2.61502 -0.27890 -2.71468  0.0470
O: -1.96606 0.26533 -2.22747  -0.0755

Results
Energy above the lowest of the compared OMol25 structures with the same formula, charge and spin = 0.527 eV
Molar mass = 258.3 g mol⁻¹
Spin multiplicity = 1
LUMO = 2.9 eV
E = -35227.3172 eV
Charge = -1

---

6.
Entry from the OMol25 dataset: a cluster of 6 separate species, C4H20O6 in total (ωB97M-V/def2-TZVPD).

Each line ends with the Löwdin charge.
Cartesian coordinates (Å):
O: -2.13511 0.56136 -1.53248  0.2874
H: -2.23811 1.53343 -1.51692  0.1854
H: -1.52822 0.25034 -2.27586  0.2063
H: -1.35767 0.44458 -0.99376  0.0293
O: -0.00823 0.46435 0.03066  -0.4274
H: 0.07768 1.27149 0.78310  0.1549
C: 0.85337 3.34574 -1.41755  -0.2269
O: 1.39564 2.11494 -1.67124  -0.1711
H: 0.23814 3.61453 -2.22316  0.0509
H: 1.61331 4.06095 -1.17285  0.0785
H: 0.06758 3.21948 -0.65271  0.0682
H: 1.10962 1.52997 -0.83094  0.0796
C: 1.83015 -1.33552 2.41690  -0.1771
O: 2.14246 -1.07133 1.08571  -0.1595
H: 0.75644 -0.93166 2.52324  0.0826
H: 2.48439 -0.88144 3.12713  0.0517
H: 2.06320 -2.43535 2.51004  0.0983
H: 1.47984 -0.36507 0.82457  0.0364
C: 0.66582 -2.07647 -2.08561  -0.2580
O: -0.25465 -1.81172 -1.11867  -0.2020
H: 0.79508 -3.22544 -2.33813  0.1101
H: 1.70392 -1.69657 -1.73105  0.0876
H: 0.61683 -1.36766 -3.03843  0.0865
H: -0.09740 -0.87475 -0.60549  0.0422
C: -2.16381 -1.07634 2.21651  -0.1258
O: -2.17153 0.18646 1.62994  -0.1527
H: -2.66903 -1.71180 1.56375  0.0598
H: -2.77354 -0.89239 3.11816  0.1002
H: -1.11575 -1.21708 2.21021  0.0467
H: -1.38043 0.37300 1.16493  -0.0419

Results
Energy above the lowest of the compared OMol25 structures with the same formula, charge and spin = 6.313 eV
Molar mass = 164.2 g mol⁻¹
Spin multiplicity = 1
LUMO = -0.8 eV
E = -16750.9363 eV
Charge = 0

---

In eV, the frontier orbital gap values for the records above are, in order, 10.173; 11.478; 8.342; 8.593; 6.846; 8.558.
In eV, the highest occupied orbital energy values for the records above are, in order, -9.6; -17.4; -8.7; -5.8; -4.0; -9.4.
In eV/A, the F_max values for the records above are, in order, 2.9; 0.9; 2.6; 7.3; 2.5; 5.3.